[1]
DFT (the ωB97M-V functional and the def2-TZVPD basis) results for an isolated molecule of C4H6N2OS at a distorted geometry.

Computed properties:
* highest occupied orbital energy: -8.2 eV
* SMILES: Nn1ccc(S)c1O
* energy relative to the best compared isomer or geometry (same formula, charge and spin): 56.1 kcal per mole
* total energy: -20106.907 eV

Geometry (Å):
C 0.7237 1.4436 -0.0883
C -0.6411 1.5883 -0.1541
C -1.2139 0.2308 -0.0601
C -0.1593 -0.6343 -0.1051
H 2.3850 -1.0081 0.7576
H 2.4147 -1.0466 -0.8812
H 1.5910 2.0728 0.0821
H -1.2480 2.4884 -0.1462
H -3.2256 -0.2470 1.1494
H -0.9758 -2.2848 -0.0907
N 2.3129 -0.4346 -0.0780
N 1.0007 0.0694 -0.1045
O -0.0710 -2.0001 -0.1147
S -2.8932 -0.2378 -0.1661

---

[2]
DFT (the ωB97M-V functional and the def2-TZVPD basis) results for an isolated molecule of C3H3NO2 at a distorted geometry.

Computed properties:
* highest occupied orbital energy: -10.5 eV
* SMILES: O=[N+]([O-])C1=CC1
* energy relative to the best compared isomer or geometry (same formula, charge and spin): 159.1 kcal per mole
* total energy: -8738.230 eV

Geometry (Å):
C -0.7918 -0.9274 0.1661
C 0.2004 -0.1026 0.0519
C -1.0950 0.5418 -0.2356
N 1.6906 0.1045 0.0222
O 2.1544 1.2153 0.2128
O 2.3287 -0.9154 -0.2246
H -1.3574 -1.7021 0.6996
H -1.4699 0.7677 -1.1677
H -1.6600 1.0182 0.4753

---

[3]
DFT (the ωB97M-V functional and the def2-TZVPD basis) results for a cluster of 2 separate species, C7H16O in total at a distorted geometry.

Computed properties:
* highest occupied orbital energy: -9.0 eV
* SMILES: C=C(CC)CCC.O
* energy relative to the best compared isomer or geometry (same formula, charge and spin): 29.5 kcal per mole
* total energy: -9564.992 eV

Geometry (Å):
C 2.1995 -0.6398 -0.3445
C 1.1657 -0.4445 0.7538
C 0.5723 0.9794 0.7516
C -0.8384 1.1241 0.2417
C -1.3077 0.3465 -0.7179
C -1.6746 2.2304 0.8490
C -2.8464 1.7157 1.7193
H 2.7656 -1.5736 -0.3566
H 2.9465 0.1521 -0.2933
H 1.8422 -0.6203 -1.3732
H 0.3898 -1.2003 0.6887
H 1.6794 -0.6646 1.6923
H 0.7208 1.4746 1.7084
H 1.2612 1.5692 0.1355
H -0.7293 -0.4333 -1.1937
H -2.2837 0.5153 -1.1587
H -2.0458 2.8183 0.0103
H -1.0267 2.8883 1.4261
H -2.5595 0.7234 2.0806
H -3.0109 2.3533 2.5803
H -3.6885 1.5011 1.0638
H 1.5061 -4.7844 -2.7113
H 2.8989 -4.5044 -2.9459
O 2.0872 -4.0080 -2.7243

---

[4]
DFT (the ωB97M-V functional and the def2-TZVPD basis) results for a cluster of 2 separate species, C4H11NO in total at a distorted geometry.

Computed properties:
* highest occupied orbital energy: -8.7 eV
* SMILES: C=CO.CNC
* energy relative to the best compared isomer or geometry (same formula, charge and spin): 60.9 kcal per mole
* total energy: -7861.912 eV

Geometry (Å):
C 0.0666 0.3156 -1.6337
N 1.1216 1.1007 -1.0237
C 1.3029 2.4424 -1.5297
H 0.4375 -0.2156 -2.5178
H -0.6563 0.9457 -2.1829
H -0.5388 -0.3057 -0.9828
H 0.9852 1.1676 -0.0265
H 1.3652 2.5048 -2.5994
H 0.5245 3.1609 -1.2414
H 2.2542 2.8196 -1.1497
C -0.7932 -2.0490 3.0061
C -1.4831 -2.0746 1.8755
O -0.8831 -2.0434 0.6164
H -1.2121 -2.3875 3.9401
H 0.1527 -1.5237 2.9845
H -2.4894 -2.4407 1.7128
H -0.1543 -1.4170 0.7522

---

[5]
DFT (the ωB97M-V functional and the def2-TZVPD basis) results for a structure of composition C5BCaF19O15S5 at a distorted geometry.

Computed properties:
* highest occupied orbital energy: -1.6 eV
* charge: -4
* energy relative to the best compared isomer or geometry (same formula, charge and spin): 178.5 kcal per mole
* total energy: -160823.335 eV

Geometry (Å):
Ca -0.1676 0.3223 -1.3238
B -2.3085 -0.1587 -5.6029
F -1.7388 -0.1600 -6.8789
F -1.7431 -1.0913 -4.8140
F -2.0311 1.0758 -5.0400
F -3.6248 -0.3752 -5.7774
C 6.4322 -3.0219 -0.8966
F 7.7394 -3.1763 -0.9887
F 5.9814 -3.7041 -1.8666
F 5.8642 -3.3732 0.2860
S 6.0233 -1.1586 -1.2886
O 6.7362 -0.7373 -2.5507
O 4.5666 -1.1225 -1.3615
O 6.5463 -0.5094 -0.0620
C -1.3552 3.6024 4.7624
F -1.7413 3.9121 6.0260
F -2.3920 3.7657 3.8356
F -0.3343 4.4346 4.3288
S -0.6318 1.8094 4.5310
O 0.3971 1.6725 5.5322
O -1.8403 1.0002 4.6786
O -0.1357 1.8290 3.1495
C -7.6470 -0.6865 -1.1536
F -6.8931 -1.5827 -1.7473
F -8.1269 0.3380 -1.9330
F -8.7084 -1.3474 -0.6157
S -6.5277 0.3095 0.2410
O -5.2030 0.5689 -0.3988
O -7.3406 1.5288 0.6655
O -6.4137 -0.6183 1.3428
C 4.5062 5.6102 -0.0759
F 5.8462 5.5931 -0.3831
F 4.0305 4.6010 0.7654
F 4.0857 6.8795 0.3172
S 3.5603 5.3449 -1.7415
O 3.1129 6.6896 -2.0999
O 4.5421 4.7828 -2.7135
O 2.4844 4.4192 -1.3836
C -0.6489 -6.7238 1.0210
F 0.5815 -7.2174 1.0433
F -1.0514 -6.4629 -0.2575
F -1.4731 -7.5984 1.5168
S -0.7715 -5.0680 2.0892
O 0.4822 -5.1014 2.9096
O -0.7098 -4.0831 1.0017
O -1.9590 -5.0116 2.9116

---

[6]
DFT (the ωB97M-V functional and the def2-TZVPD basis) results for a cluster of 2 separate species, C6H5FNO2 in total at a distorted geometry.

Computed properties:
* highest occupied orbital energy: -4.5 eV
* charge: -1
* energy relative to the best compared isomer or geometry (same formula, charge and spin): 36.2 kcal per mole
* total energy: -14604.582 eV

Geometry (Å):
C -1.5134 0.9414 -1.1518
C -0.1867 1.5535 -1.4249
C -1.2677 -0.0313 -0.1823
C 0.7259 0.8512 -0.7067
C -0.2236 -1.6596 1.7600
C 0.6056 -1.0262 0.8856
N 0.0515 -0.0856 0.0414
O -1.0758 -1.8123 2.5896
O 0.2201 -2.3975 0.7290
F 3.5557 0.4304 0.2427
H -2.3695 1.5020 -1.4964
H -0.0909 2.2377 -2.2423
H -1.9157 -0.6719 0.4411
H 1.8178 0.9902 -0.6178
H 1.6667 -0.8220 1.1331

---

[7]
DFT (the ωB97M-V functional and the def2-TZVPD basis) results for the ion C5H10NO with charge +1 at a distorted geometry.

Computed properties:
* highest occupied orbital energy: -15.1 eV
* charge: +1
* SMILES: CCC[C@H]1C[N+]1=O
* energy relative to the best compared isomer or geometry (same formula, charge and spin): 169.0 kcal per mole
* total energy: -8871.252 eV

Geometry (Å):
C -2.1250 -1.1512 -0.1548
C -0.5604 -0.7316 -0.3773
C 1.9407 1.1246 -0.5744
C 0.5001 -0.7805 0.4943
C 1.1974 0.6162 0.6648
N -2.0572 0.2116 0.0671
O -2.7717 1.1520 0.3611
H -2.7586 -1.4609 -0.9929
H -2.4413 -1.6772 0.6712
H -0.4664 -0.4064 -1.3759
H 2.4126 0.3667 -1.2668
H 2.4507 2.0632 -0.3402
H 1.1234 1.5062 -1.1003
H 0.1350 -1.0794 1.3998
H 1.1889 -1.5203 -0.0381
H 0.5475 1.4379 0.9405
H 1.6843 0.3291 1.6217

---

[8]
DFT (the ωB97M-V functional and the def2-TZVPD basis) results for an isolated molecule of C3H6N2O2 at a distorted geometry.

Computed properties:
* highest occupied orbital energy: -9.9 eV
* SMILES: CC(=O)NC(N)=O
* energy relative to the best compared isomer or geometry (same formula, charge and spin): 38.2 kcal per mole
* total energy: -10283.142 eV

Geometry (Å):
O 1.0658 -1.7567 0.9404
C 0.7206 -0.6077 0.8557
N 0.3962 -0.4133 -0.5566
C -0.5767 0.5387 -0.8576
N -1.1059 0.3478 -2.1406
O -0.9399 1.3553 0.0077
C 0.6202 0.3865 1.8920
H 0.5576 -1.2838 -1.2472
H -0.6869 0.0349 -2.9557
H -1.9253 0.9298 -2.4879
H -0.4421 0.8661 2.0514
H 1.1606 1.2583 1.7555
H 0.7113 -0.0393 2.8380

---

[9]
DFT (the ωB97M-V functional and the def2-TZVPD basis) results for a cluster of 2 separate species, C4H12 in total at a distorted geometry.

Computed properties:
* highest occupied orbital energy: -11.2 eV
* SMILES: CC.CC
* energy relative to the best compared isomer or geometry (same formula, charge and spin): 41.6 kcal per mole
* total energy: -4340.723 eV

Geometry (Å):
C -2.3044 1.0956 -0.6871
C -1.7991 -0.3283 -0.9154
H -3.2034 1.3523 -1.3701
H -2.7687 1.3252 0.1623
H -1.6151 1.8874 -0.8512
H -1.2790 -0.3335 -1.9086
H -2.5166 -0.9698 -0.8803
H -1.2213 -0.4956 -0.0490
C 2.0441 -0.0356 0.2803
C 2.1417 -0.8634 1.5143
H 0.9689 0.0374 -0.1615
H 2.5173 1.0772 0.2611
H 2.5887 -0.3369 -0.6907
H 3.1200 -1.4558 1.4822
H 1.4757 -1.6537 1.4444
H 1.8510 -0.3024 2.3694

---

[10]
DFT (the ωB97M-V functional and the def2-TZVPD basis) results for a cluster of 4 separate species, C15H31N4O11S in total at a distorted geometry.

Computed properties:
* highest occupied orbital energy: -12.3 eV
* charge: +1
* energy relative to the best compared isomer or geometry (same formula, charge and spin): 0.0 kcal per mole
* total energy: -55365.186 eV

Geometry (Å):
C 5.8237 -2.9434 0.2544
C 5.2235 -1.7516 -0.6170
O 5.9652 -1.2923 -1.5291
N 3.9063 -1.1032 -0.4292
C 4.0918 -0.2411 0.8111
C 2.8231 -2.0736 -0.1577
C 2.7737 -3.4712 -0.9383
S 2.5028 -2.9813 -2.7330
N 1.4383 -3.9563 -0.4052
C 0.7017 -2.8585 0.2130
N -0.2947 -2.8560 1.0927
N 1.3920 -1.6776 -0.3534
O 0.9949 -0.4708 0.1281
H 6.9547 -2.8194 0.4088
H 5.3341 -3.0684 1.2784
H 5.7033 -3.9505 -0.2948
H 5.0583 0.3511 0.6775
H 4.2347 -0.9174 1.7251
H 3.2298 0.4824 0.9752
H 2.8516 -2.3725 0.9558
H 3.6108 -4.2220 -0.7844
H 3.7572 -2.6835 -3.2888
H 1.5502 -4.8183 0.1452
H -1.0215 -3.5787 1.1904
H -0.2926 -2.0895 1.7934
H 0.9351 0.1141 -0.6732
C -0.7874 1.9639 0.4418
O -0.9573 2.5238 -0.8568
C -2.1900 3.0161 -1.0871
O -3.1084 3.0126 -0.3067
O -2.2140 3.5080 -2.3332
C -3.4708 4.0685 -2.7188
H 0.2368 1.6009 0.5173
H -0.9408 2.7221 1.2126
H -1.4655 1.1198 0.5893
H -3.7311 4.9108 -2.0748
H -4.2545 3.3081 -2.6972
H -3.3738 4.4341 -3.7411
C -1.1780 -7.0885 6.2324
O -0.9363 -6.4670 4.9688
C -1.1455 -7.2680 3.9128
O -1.5045 -8.4159 3.9537
O -0.8832 -6.5620 2.7956
C -1.0653 -7.2946 1.5845
H -0.9780 -6.3510 7.0100
H -2.2204 -7.4028 6.3140
H -0.5061 -7.9367 6.3793
H -2.1033 -7.6172 1.4810
H -0.3891 -8.1512 1.5459
H -0.8267 -6.6298 0.7522
C -3.3000 9.1858 -0.4573
O -3.0657 9.8149 -1.7159
C -3.2717 9.0183 -2.7766
O -3.6239 7.8641 -2.7391
O -3.0177 9.7298 -3.8861
C -3.1972 9.0040 -5.1010
H -3.1034 9.9205 0.3239
H -4.3404 8.8639 -0.3750
H -2.6219 8.3412 -0.3163
H -4.2334 8.6748 -5.2040
H -2.5148 8.1523 -5.1456
H -2.9647 9.6759 -5.9276

---

[11]
DFT (the ωB97M-V functional and the def2-TZVPD basis) results for a structure of composition C19H31F19Li2N4O3P3 at a distorted geometry.

Computed properties:
* highest occupied orbital energy: -9.3 eV
* charge: -1
* total energy: -112244.378 eV

Geometry (Å):
Li 1.3998 0.6640 -3.0105
Li -3.2746 -1.0954 -0.5102
P -4.2860 -4.2072 0.3004
F -4.0434 -4.7316 -1.1984
F -5.3121 -5.4185 0.6141
F -3.0342 -5.1269 0.7809
F -4.4611 -3.6166 1.7981
F -3.2602 -2.9611 0.0041
F -5.5113 -3.2668 -0.1805
P -0.5523 -0.1504 -0.3895
F 0.5761 -1.2795 -0.6387
F -1.4172 -1.0246 0.7034
F 0.3391 0.4272 0.7995
F -1.6946 0.9840 -0.1632
F 0.1846 0.8269 -1.4474
F -1.4607 -0.8782 -1.5221
P 1.2208 3.1023 -4.4596
F 2.0928 1.7375 -4.6879
F 0.5051 2.9033 -5.8719
F 0.0941 2.1596 -3.7374
F 0.3524 4.4036 -4.1275
F 2.0062 3.2105 -3.0278
F 2.3859 3.9570 -5.1830
C -0.6233 -4.0541 -2.2526
C -1.3357 -3.6623 -3.5649
C -0.3702 -3.2585 -4.6981
C 0.3272 -2.0064 -4.4066
N 0.8225 -1.0209 -4.1139
H -0.2271 -5.0672 -2.2843
H -1.2946 -3.9076 -1.4127
H 0.2392 -3.3954 -2.1251
H -1.9836 -2.8100 -3.3622
H -1.9282 -4.4931 -3.9442
H -0.9339 -3.2287 -5.6317
H 0.3226 -4.0852 -4.8752
C -1.4416 -0.9878 4.6035
C -2.0031 0.4258 4.6256
C -2.0510 1.0780 3.2401
C -2.5474 2.4462 3.1970
N -2.8992 3.5362 3.0996
H -1.4665 -1.4914 5.5707
H -0.3821 -0.9774 4.3471
H -2.0469 -1.5859 3.9220
H -1.6671 1.1513 5.3684
H -3.0443 0.3045 4.9645
H -2.5971 0.5032 2.4913
H -1.0108 1.1128 2.8931
C 1.0661 5.9707 -1.1147
C -0.3352 5.4266 -0.8968
C -0.4023 4.1938 0.0232
C 0.3207 4.3330 1.2796
N 0.8785 4.5016 2.2669
H 1.1368 6.8100 -1.8032
H 1.7458 5.2107 -1.5087
H 1.4599 6.2544 -0.1331
H -0.7464 5.1504 -1.8713
H -0.9892 6.2418 -0.5769
H 0.0430 3.3559 -0.5154
H -1.4234 3.9541 0.3247
C 5.0055 2.8284 0.6547
C 4.1434 1.8793 1.4986
C 3.7740 0.5631 0.8093
C 3.3893 0.6662 -0.6158
N 3.0931 0.7989 -1.7112
H 6.0423 2.4871 0.6501
H 5.0062 3.7683 1.2092
H 4.6427 2.9657 -0.3599
H 3.2152 2.3832 1.7677
H 4.6778 1.6042 2.4071
H 2.9219 0.0835 1.2982
H 4.5514 -0.2064 0.8158
C 0.9037 -2.8625 2.1781
C -0.0530 -4.0006 1.7756
O -0.1477 -4.7534 2.9576
C 0.3070 -4.0552 4.0268
O 0.2215 -4.3938 5.1590
O 0.8657 -2.9134 3.5935
F 0.4996 -4.7788 0.7989
H 0.5870 -1.8797 1.8490
H 1.9100 -3.1074 1.8336
H -1.0180 -3.6249 1.4336

---

[12]
DFT (the ωB97M-V functional and the def2-TZVPD basis) results for an isolated molecule of CH3NO2S at a distorted geometry.

Computed properties:
* highest occupied orbital energy: -10.9 eV
* SMILES: O=S1(=O)CN1
* energy relative to the best compared isomer or geometry (same formula, charge and spin): 65.8 kcal per mole
* total energy: -17502.616 eV

Geometry (Å):
C -0.0085 0.3002 1.0040
N -1.1164 0.1515 -0.3349
O 0.8013 -1.4142 -1.0308
O 1.1734 1.0690 -1.3671
S 0.5465 -0.0061 -0.7055
H -0.1294 1.3706 1.3447
H -0.1394 -0.6019 1.5373
H -1.1274 -0.8692 -0.4476

---

Looking at frontier orbital gap for the records above, in order, we have 8.8; 9.9; 9.8; 9.6; 3.9; 8.0; 8.6; 10.5; 12.3; 8.2; 10.6; 11.4 eV.